{
  "formula": "C27H39BF6N6PRhS3",
  "method": "ωB97M-V with the def2-TZVPD basis set",
  "de_lowest_ev": 0.000,
  "total_charge": 3,
  "multiplicity": 2,
  "lumo_energy_ha": [-0.498, -0.497],
  "fmax_ha_per_bohr": 0.0083,
  "homo_ev": [-17.531, -17.534],
  "total_energy_ev": -99335.5352,
  "orbital_gap_ev": [3.971, 4.019],
  "symbols": ["Rh", "C", "C", "C", "C", "N", "N", "B", "N", "N", "C", "C", "C", "C", "C", "S", "C", "C", "C", "C", "N", "N", "C", "C", "C", "C", "C", "S", "C", "C", "C", "C", "C", "S", "C", "C", "C", "C", "H", "H", "H", "H", "H", "H", "H", "H", "H", "H", "H", "H", "H", "H", "H", "H", "H", "H", "H", "H", "H", "H", "H", "H", "H", "H", "H", "H", "H", "H", "H", "H", "H", "H", "H", "H", "H", "H", "H", "F", "P", "F", "F", "F", "F", "F"],
  "xyz": [[0.232, -0.008, -0.028], [2.838, 3.530, 2.570], [1.690, 2.687, 3.011], [0.907, 3.013, 4.099], [-0.220, 2.255, 4.431], [-0.496, 1.119, 3.762], [0.213, 0.810, 2.728], [-0.133, -0.492, 1.927], [-1.618, -0.949, 2.057], [-1.983, -1.285, 3.271], [-3.265, -1.592, 3.497], [-4.211, -1.508, 2.462], [-3.835, -1.203, 1.174], [-4.802, -1.112, 0.042], [-2.454, -0.957, 0.992], [-1.802, -0.772, -0.581], [-3.655, -2.061, 4.878], [-2.471, -2.004, 5.837], [-4.143, -3.518, 4.742], [-4.803, -1.184, 5.408], [0.842, -1.647, 2.367], [1.039, -1.758, 3.653], [1.779, -2.781, 4.104], [2.274, -3.744, 3.208], [2.096, -3.620, 1.846], [2.659, -4.587, 0.857], [1.364, -2.480, 1.443], [1.162, -2.046, -0.209], [2.038, -2.863, 5.587], [1.352, -4.140, 6.111], [3.558, -2.962, 5.813], [1.487, -1.638, 6.316], [1.268, 1.553, 2.282], [2.009, 1.097, 0.811], [-1.149, 2.601, 5.566], [-1.064, 4.089, 5.919], [-0.694, 1.751, 6.772], [-2.592, 2.244, 5.185], [3.179, 4.164, 3.385], [2.518, 4.182, 1.751], [3.676, 2.933, 2.212], [1.144, 3.894, 4.679], [-5.251, -1.714, 2.677], [-5.793, -1.425, 0.357], [-4.496, -1.736, -0.801], [-4.858, -0.080, -0.314], [-1.654, -2.646, 5.502], [-2.793, -2.349, 6.819], [-2.089, -0.988, 5.940], [-3.356, -4.169, 4.356], [-5.016, -3.602, 4.093], [-4.432, -3.884, 5.727], [-4.507, -0.138, 5.490], [-5.078, -1.536, 6.402], [-5.698, -1.245, 4.789], [2.831, -4.588, 3.596], [3.106, -5.438, 1.365], [3.432, -4.111, 0.249], [1.886, -4.955, 0.180], [1.741, -5.043, 5.639], [0.271, -4.104, 5.961], [1.541, -4.223, 7.181], [3.991, -3.859, 5.371], [3.748, -3.008, 6.885], [4.081, -2.089, 5.418], [0.410, -1.540, 6.183], [1.964, -0.718, 5.971], [1.694, -1.742, 7.380], [-0.101, 4.364, 6.350], [-1.818, 4.313, 6.672], [-1.265, 4.723, 5.053], [0.324, 2.003, 7.076], [-0.739, 0.685, 6.546], [-1.356, 1.956, 7.614], [-2.929, 2.823, 4.324], [-3.243, 2.478, 6.026], [-2.691, 1.184, 4.954], [-0.597, 1.807, 0.112], [-2.289, 2.896, 0.740], [-1.796, 3.857, -0.374], [-3.007, 1.978, -0.340], [-3.520, 3.669, 1.241], [-2.433, 1.655, 1.767], [-1.214, 3.493, 1.751]]
}

---

{
  "formula": "C4H4N2O2",
  "method": "ωB97M-V with the def2-TZVPD basis set",
  "de_lowest_ev": 6.549,
  "lumo_energy_ha": -0.026,
  "fmax_ha_per_bohr": 0.0990,
  "homo_ev": -8.444,
  "total_energy_ev": -11281.9902,
  "orbital_gap_ev": 7.725,
  "symbols": ["C", "C", "C", "C", "N", "N", "O", "O", "H", "H", "H", "H"],
  "xyz": [[-1.597, -1.291, 0.272], [-0.581, -0.864, 0.901], [0.031, 1.083, 0.154], [2.948, -0.269, 0.709], [-0.579, 2.010, -1.936], [-0.372, 1.479, -0.888], [2.714, -1.257, 0.196], [3.085, 0.789, 1.173], [-2.183, -2.248, 0.395], [-2.017, -0.608, -0.599], [0.076, -1.117, 1.624], [-1.525, 2.293, -2.001]]
}

---

{
  "formula": "C31H78FO23P5Sb",
  "method": "ωB97M-V with the def2-TZVPD basis set",
  "total_charge": -1,
  "lumo_energy_ha": 0.041,
  "fmax_ha_per_bohr": 0.1258,
  "homo_ev": -3.639,
  "total_energy_ev": -136202.1771,
  "orbital_gap_ev": 4.754,
  "symbols": ["C", "C", "C", "Sb", "C", "C", "C", "F", "C", "C", "C", "C", "C", "C", "O", "C", "O", "C", "C", "C", "O", "H", "H", "H", "H", "H", "H", "H", "H", "H", "H", "H", "H", "H", "H", "H", "H", "H", "H", "H", "H", "H", "H", "H", "H", "H", "H", "H", "H", "H", "H", "H", "H", "H", "C", "O", "P", "O", "O", "C", "O", "C", "H", "H", "H", "H", "H", "H", "H", "H", "H", "C", "O", "P", "O", "O", "C", "O", "C", "H", "H", "H", "H", "H", "H", "H", "H", "H", "C", "O", "P", "O", "O", "C", "O", "C", "H", "H", "H", "H", "H", "H", "H", "H", "H", "C", "O", "P", "O", "O", "C", "O", "C", "H", "H", "H", "H", "H", "H", "H", "H", "H", "C", "O", "P", "O", "O", "C", "O", "C", "H", "H", "H", "H", "H", "H", "H", "H", "H"],
  "xyz": [[0.605, -2.207, -0.625], [-0.289, -1.881, -1.376], [-1.357, -1.386, -2.219], [-2.081, 0.574, -1.328], [-3.450, 0.869, -3.057], [-2.891, 0.387, -4.401], [-3.401, -0.960, -4.853], [-4.789, -1.034, -4.842], [-2.624, 2.583, -0.559], [-1.429, 3.531, -0.445], [-0.667, 3.410, 0.897], [0.864, 3.403, 0.791], [1.371, 2.031, 0.338], [2.885, 2.015, 0.173], [3.417, 0.708, 0.386], [4.335, 0.324, -0.615], [-3.669, -0.337, -0.341], [-3.265, -1.315, 0.566], [-2.670, -0.788, 1.910], [-3.443, -1.421, 3.074], [-2.757, 0.617, 2.067], [1.244, -2.266, 0.216], [-2.145, -2.134, -2.300], [-0.895, -1.192, -3.185], [-0.990, 0.342, 0.006], [-0.753, 1.375, -2.217], [-3.788, 1.899, -3.113], [-4.339, 0.273, -2.849], [-3.252, 1.084, -5.167], [-1.801, 0.431, -4.464], [-2.977, -1.784, -4.282], [-3.093, -1.118, -5.891], [-3.316, 3.020, -1.281], [-3.158, 2.527, 0.389], [-0.736, 3.386, -1.279], [-1.760, 4.571, -0.521], [-0.958, 4.243, 1.536], [-0.942, 2.457, 1.346], [1.266, 3.548, 1.799], [1.229, 4.187, 0.125], [1.015, 1.245, 1.001], [0.919, 1.835, -0.636], [3.336, 2.694, 0.906], [3.114, 2.318, -0.848], [4.968, -0.484, -0.261], [3.784, 0.025, -1.508], [4.989, 1.150, -0.912], [-2.546, -2.032, 0.147], [-4.155, -1.901, 0.823], [-1.650, -1.161, 1.982], [-3.729, -2.447, 2.834], [-2.834, -1.444, 3.977], [-4.361, -0.864, 3.254], [-1.907, 0.889, 2.419], [2.868, -0.049, 3.585], [2.067, 0.578, 4.610], [0.852, -0.294, 5.253], [-0.005, -0.554, 4.082], [0.380, 0.943, 6.198], [1.214, 2.044, 6.562], [0.234, -1.380, 6.310], [0.870, -1.652, 7.564], [3.683, 0.631, 3.350], [3.284, -0.995, 3.933], [2.273, -0.211, 2.690], [1.146, 2.826, 5.806], [2.250, 1.743, 6.697], [0.836, 2.433, 7.506], [0.757, -0.801, 8.238], [1.930, -1.855, 7.416], [0.394, -2.524, 8.006], [6.703, -0.854, 7.022], [6.445, 0.202, 7.972], [5.278, -0.043, 9.055], [4.019, -0.228, 8.328], [5.447, 1.438, 9.701], [6.568, 2.300, 9.503], [5.045, -0.731, 10.493], [6.159, -0.873, 11.393], [7.578, -0.563, 6.448], [6.908, -1.798, 7.525], [5.852, -0.966, 6.353], [6.419, 2.906, 8.609], [7.501, 1.748, 9.423], [6.622, 2.960, 10.367], [6.437, 0.101, 11.799], [7.019, -1.323, 10.897], [5.843, -1.524, 12.203], [-9.509, 6.276, -1.023], [-8.513, 5.248, -1.136], [-7.083, 5.534, -0.437], [-6.519, 6.736, -1.063], [-6.415, 4.150, -0.904], [-7.131, 3.023, -1.423], [-6.460, 5.489, 1.042], [-6.952, 4.515, 1.982], [-10.430, 5.882, -1.448], [-9.690, 6.543, 0.019], [-9.199, 7.158, -1.582], [-7.234, 3.122, -2.503], [-8.109, 2.920, -0.960], [-6.541, 2.134, -1.209], [-6.603, 3.519, 1.704], [-8.043, 4.524, 2.032], [-6.555, 4.774, 2.959], [-1.085, -4.585, -7.928], [-2.510, -4.392, -8.002], [-3.386, -5.566, -8.661], [-2.953, -5.746, -10.051], [-4.794, -4.790, -8.508], [-4.992, -3.636, -7.680], [-3.962, -6.992, -8.196], [-4.300, -7.184, -6.809], [-0.678, -3.750, -7.363], [-0.837, -5.512, -7.412], [-0.659, -4.591, -8.930], [-4.755, -2.734, -8.242], [-4.390, -3.678, -6.777], [-6.043, -3.604, -7.401], [-5.206, -6.629, -6.564], [-3.489, -6.868, -6.152], [-4.477, -8.246, -6.659], [5.471, -0.742, -7.072], [6.501, -0.854, -6.070], [6.048, -1.406, -4.605], [5.109, -0.397, -4.095], [7.566, -1.209, -4.032], [8.738, -1.108, -4.837], [5.788, -2.666, -3.623], [6.411, -3.932, -3.902], [5.957, -0.466, -8.004], [4.950, -1.689, -7.214], [4.760, 0.032, -6.788], [8.906, -0.070, -5.124], [8.681, -1.731, -5.727], [9.577, -1.443, -4.228], [7.481, -3.878, -3.693], [6.255, -4.237, -4.937], [5.954, -4.671, -3.249]]
}

---

{
  "formula": "C16H26MnN4OP2",
  "method": "ωB97M-V with the def2-TZVPD basis set",
  "de_lowest_ev": 0.000,
  "total_charge": 2,
  "multiplicity": 6,
  "lumo_energy_ha": [-0.289, -0.341],
  "fmax_ha_per_bohr": 0.0502,
  "homo_ev": [-14.270, -14.340],
  "total_energy_ev": -74903.1492,
  "orbital_gap_ev": [6.410, 5.055],
  "symbols": ["Mn", "P", "P", "N", "N", "H", "H", "H", "C", "H", "C", "H", "H", "C", "C", "C", "C", "H", "H", "H", "H", "H", "H", "H", "C", "C", "C", "O", "H", "H", "H", "H", "H", "H", "H", "N", "C", "N", "C", "C", "C", "C", "C", "C", "H", "H", "H", "H", "H", "H"],
  "xyz": [[-0.489, -0.117, 0.089], [-2.492, -1.146, 0.636], [-0.968, 2.124, 0.137], [0.001, -1.940, -0.702], [1.065, 0.350, -1.061], [1.645, -2.888, -1.695], [2.913, -0.592, -1.592], [2.027, -2.170, -0.103], [1.420, -2.044, -1.023], [1.588, -0.796, -2.776], [1.823, -0.730, -1.693], [-0.396, -4.002, -0.620], [2.307, 1.917, -1.701], [-0.771, -2.995, -0.387], [1.386, 1.644, -1.164], [-2.005, -2.803, 0.204], [0.569, 2.626, -0.622], [-2.613, -3.669, 0.464], [0.851, 3.674, -0.716], [-2.016, 2.838, -0.522], [-0.919, 2.697, 1.444], [-3.697, -0.994, -0.100], [-2.891, -1.210, 2.007], [-0.222, 0.813, -3.184], [-1.254, 0.486, -3.370], [-2.171, 1.675, -3.391], [-1.299, -0.408, -4.575], [-1.698, -0.290, -2.222], [-2.004, 2.295, -4.276], [-3.214, 1.329, -3.376], [-2.012, 2.304, -2.508], [-0.592, -1.237, -4.466], [-2.309, -0.825, -4.672], [-1.042, 0.121, -5.498], [-1.163, -1.114, -2.145], [0.950, -1.626, 3.635], [0.419, -1.616, 2.408], [0.450, -0.396, 1.882], [1.089, 0.441, 2.804], [1.373, 1.801, 2.759], [1.912, 2.387, 3.907], [2.181, 1.610, 5.048], [1.914, 0.239, 5.060], [1.382, -0.317, 3.923], [0.997, -2.449, 4.220], [-0.038, -2.478, 1.942], [1.179, 2.338, 1.852], [2.133, 3.444, 3.929], [2.604, 2.110, 5.904], [2.094, -0.408, 5.906]]
}